Density functional theory data (the ωB97M-V functional and the def2-TZVPD basis) for a structure of composition C28H22NO3PReS2 at a distorted geometry.

Geometry as ORCA input:
```
! wB97M-V def2-TZVPD RIJCOSX def2/J DEFGRID3
* xyz 3 1
Re 10.08982 10.83567 9.99786
S 8.49811 12.01848 14.10311
S 9.63012 8.17610 9.72772
P 12.15756 10.22095 9.00466
O 9.80134 8.91164 11.03153
O 8.66888 7.12278 9.72578
O 9.40547 9.45613 8.75633
N 9.34738 11.69600 11.76670
C 9.74324 12.17268 8.93599
C 9.15038 15.49178 7.55063
C 8.88158 13.02775 11.80667
C 12.26841 5.73632 8.05388
C 14.22154 12.27477 5.49479
C 11.12861 7.55666 9.14222
C 9.21480 11.09927 12.92274
C 14.91026 12.12953 6.72844
C 8.26464 15.18780 6.48475
C 12.93757 11.92403 5.31409
C 12.28350 11.16360 6.36154
C 14.28597 11.59848 7.85124
C 13.38050 7.83129 8.42219
C 11.12876 6.27857 8.67284
C 12.66184 12.90041 12.17876
C 7.68133 13.87350 6.27959
C 12.57552 10.18278 11.78085
C 9.17005 13.12739 8.16845
C 12.23937 8.40793 8.97195
C 12.93382 11.13246 7.60318
C 12.32260 12.41043 10.90677
C 13.46577 6.49352 8.05401
C 12.98554 12.09494 13.23570
C 9.61877 14.43244 8.32897
C 12.41834 11.00899 10.65515
C 12.86029 10.72134 12.98035
C 8.35984 13.31600 13.03636
C 8.19232 12.90235 7.15648
H 13.00221 10.08978 13.82019
H 9.61743 16.46100 7.74589
H 12.32178 4.68951 7.83194
H 6.86551 13.76163 5.58107
H 12.25244 13.15325 10.07409
H 8.92477 13.67293 10.92378
H 14.66987 12.77876 4.60751
H 7.89458 11.82726 7.09553
H 11.27718 10.83143 6.13763
H 12.49545 9.13773 11.61218
H 10.31622 5.62815 8.74947
H 14.27212 8.41070 8.35663
H 12.30422 12.14066 4.46077
H 10.34967 14.74066 9.11116
H 9.55596 10.10046 13.07897
H 13.29199 12.50818 14.19327
H 14.47284 6.11875 7.72972
H 7.85953 16.00915 5.85691
H 15.96789 12.38793 6.68427
H 14.76215 11.54925 8.80531
H 12.75195 13.96790 12.45830
H 7.83420 14.22197 13.35214
*
```

## Properties
- HOMO: -0.6494 Eh
- Calculated total energy: -2575.5736 Eh
- F_max: 0.0764 Eh/bohr

These are the Mulliken partial charges, in e, on atoms 1 to 8: 0.330, 0.008, 1.277, 1.370, -0.674, -0.582, -0.583, 0.237